1.
Computed, not measured: C3H2FI2NO in the gas phase in a non-equilibrium geometry, with the ωB97M-V functional and the def2-TZVPD basis.

As for the total energy: -940.5605 hartree. For the energy above the lowest of the compared OMol25 structures with the same formula, charge and spin, the calculation gives 49.4 kcal per mole. The value obtained for the molar mass is 340.861 g mol⁻¹. The highest occupied orbital energy comes out at -8.49 eV. As for the LUMO energy: -0.03813 Eh.

Last column: Mulliken charge in e.
Atoms and positions in Å:
C1 0.095832 0.145078 -0.231145  -0.404
C2 -2.323097 0.217804 0.213745  -0.049
C3 -1.023271 -0.423154 0.202160  0.474
N1 3.443464 -0.358995 -0.797747  -0.550
O1 -2.573609 1.182897 -0.470545  -0.435
F1 -0.900217 -1.618916 0.958838  -0.265
I1 4.412113 1.238792 0.055334  0.066
I2 1.933893 -1.100924 0.121002  0.481
H1 0.073394 0.938102 -1.017262  0.414
H2 -3.138499 -0.220684 0.965624  0.267

Atomic forces in eV per Å
C 0.5 -1.0 -1.2
C -2.8 0.1 0.8
C 1.8 -1.2 1.3
N 0.2 0.0 -0.6
O 0.2 -0.6 0.4
F -0.5 1.7 -0.9
I -0.1 0.0 0.2
I -1.1 0.8 0.2
H 0.2 -0.4 1.2
H 1.6 0.6 -1.3

2.
Computed, not measured: a 2-piece molecular cluster, C5H9NO overall, with the ωB97M-V functional and the def2-TZVPD basis.

As for the total energy: -325.8468 hartree. Its structure (SMILES) is CC(C)=C=O.C=N. For the energy above the lowest of the compared OMol25 structures with the same formula, charge and spin, the calculation gives 56.9 kcal per mole. The value obtained for the molar mass is 99.133 g mol⁻¹. The highest occupied orbital energy comes out at -8.17 eV. As for the LUMO energy: 0.03717 Eh.

Last column: Mulliken charge in e.
Atoms and positions in Å:
C1 1.473200 0.349080 0.006832  -1.030
C2 0.698384 -0.919590 0.270472  0.534
C3 1.267883 -1.953527 1.215766  -1.271
C4 -0.462020 -1.147472 -0.304887  0.417
O1 -1.506799 -1.384352 -0.786250  -0.432
H1 2.452456 0.120286 -0.434697  0.311
H2 1.653122 0.886249 0.948323  0.289
H3 0.923202 1.011026 -0.666834  0.241
H4 1.414854 -1.523950 2.215566  0.300
H5 2.245201 -2.305426 0.860063  0.309
H6 0.615474 -2.825932 1.319120  0.334
C5 -2.315772 1.761882 -0.677270  -0.238
N1 -1.287293 1.770138 -1.418344  -0.392
H7 -2.439698 0.943778 0.034118  0.175
H8 -3.109931 2.518498 -0.700501  0.242
H9 -1.299233 2.581067 -2.039668  0.209

Atomic forces in eV per Å
C 0.0 0.1 0.0
C -0.2 0.0 -0.1
C 0.0 -0.1 0.1
C -0.5 -0.1 -0.2
O 0.8 0.2 0.4
H -0.2 0.0 0.1
H 0.0 -0.1 -0.1
H 0.1 -0.1 0.1
H 0.0 0.0 -0.2
H -0.2 0.1 0.0
H 0.1 0.1 0.0
C 0.1 -0.1 -0.1
N -0.4 0.2 0.1
H 0.0 0.1 -0.1
H 0.2 -0.1 0.0
H 0.0 0.0 0.0

3.
Computed, not measured: C18H18ClN5O2 in the gas phase, with the ωB97M-V functional and the def2-TZVPD basis.

As for the total energy: -1581.2397 hartree. Its structure (SMILES) is CCn1c(C)nc2cc(C(=O)NNC(=O)Nc3cccc(Cl)c3)ccc21. For the energy above the lowest of the compared OMol25 structures with the same formula, charge and spin, the calculation gives 2.1 kcal per mole. The value obtained for the molar mass is 371.828 g mol⁻¹. The highest occupied orbital energy comes out at -8.65 eV. As for the LUMO energy: 0.01923 Eh.

Last column: Mulliken charge in e.
Atoms and positions in Å:
C1 -4.543514 -0.373378 2.155915  -0.921
C2 -4.677297 0.816144 1.206541  -0.788
N1 -3.737558 0.726052 0.120589  0.066
C3 -3.942770 0.202792 -1.133560  0.796
C4 -5.263823 -0.289636 -1.591895  -1.515
N2 -2.869319 0.199374 -1.867108  -0.849
C5 -1.875279 0.725847 -1.084638  0.750
C6 -0.530964 0.920198 -1.359614  -0.595
C7 0.261775 1.455292 -0.353337  0.742
C8 1.734462 1.601312 -0.466455  -0.178
O1 2.404627 2.326189 0.237627  -0.634
N3 2.307180 0.784277 -1.409628  -0.013
N4 3.672941 0.533844 -1.429220  -0.449
C9 4.429318 0.252722 -0.307847  0.344
O2 5.621931 0.458552 -0.314620  -0.665
N5 3.821182 -0.307051 0.791765  -0.149
C10 2.528212 -0.779672 0.992164  0.417
C11 1.873398 -0.504802 2.191939  -0.587
C12 0.580527 -0.945239 2.394699  -0.692
C13 -0.086873 -1.660233 1.414682  -0.632
C14 0.581948 -1.964740 0.241072  0.210
Cl1 -0.228800 -2.863294 -0.992826  -0.219
C15 1.887796 -1.558717 0.029526  -0.358
C16 -0.294066 1.825645 0.881639  -1.194
C17 -1.626112 1.635068 1.172510  -0.766
C18 -2.410743 1.064407 0.182681  0.814
H1 -3.539479 -0.410496 2.572354  0.225
H2 -5.257493 -0.283167 2.969921  0.402
H3 -4.731877 -1.305550 1.628046  0.273
H4 -4.487460 1.747937 1.747856  0.347
H5 -5.687714 0.857833 0.793576  0.395
H6 -5.997118 0.516662 -1.590673  0.322
H7 -5.626747 -1.089479 -0.947871  0.308
H8 -5.156227 -0.667365 -2.603737  0.388
H9 -0.154718 0.677820 -2.340583  0.627
H10 1.733739 0.079310 -1.854623  0.415
H11 4.200963 1.100926 -2.087492  0.281
H12 4.386934 -0.198351 1.623129  0.230
H13 2.378657 0.074468 2.949317  0.415
H14 0.078631 -0.717177 3.322474  0.388
H15 -1.104237 -1.985874 1.558167  0.485
H16 2.412367 -1.849503 -0.867379  0.683
H17 0.368533 2.260788 1.613463  0.474
H18 -2.032508 1.916993 2.132036  0.407

Atomic forces in eV per Å
C -0.1 0.2 -0.1
C -0.2 -0.2 0.4
N 0.1 0.1 -0.3
C 0.1 0.0 -0.1
C 0.0 0.0 0.1
N -0.2 -0.3 -0.6
C -0.2 0.2 0.7
C -0.1 0.1 0.2
C -0.3 0.1 0.1
C 0.2 0.2 -0.2
O 0.0 0.0 0.1
N 0.3 -0.1 -0.4
N -0.3 0.3 -0.6
C 0.0 -0.2 0.2
O 0.2 0.2 0.0
N 0.3 0.0 0.3
C -0.5 -0.3 0.1
C 0.2 0.0 -0.1
C 0.0 -0.2 0.0
C 0.0 0.0 0.0
C 0.2 0.2 0.2
Cl -0.1 -0.1 -0.2
C 0.0 -0.1 0.2
C 0.1 0.1 -0.1
C -0.1 0.1 0.1
C 0.6 0.0 -0.5
H 0.1 0.0 0.1
H -0.1 0.0 0.1
H 0.0 -0.1 0.0
H -0.1 0.0 -0.1
H 0.1 0.1 0.0
H -0.1 0.0 0.0
H -0.1 -0.1 0.0
H 0.0 0.0 0.0
H 0.1 -0.1 -0.1
H 0.2 0.1 0.3
H -0.2 -0.1 0.2
H 0.0 0.0 -0.2
H 0.1 0.1 0.1
H -0.1 0.0 0.1
H -0.1 0.0 0.0
H 0.0 0.0 -0.1
H 0.1 0.0 0.1
H 0.0 0.0 0.1

4.
Computed, not measured: C15H24CsN3O9 as an isolated structure, with the ωB97M-V functional and the def2-TZVPD basis.

As for the total energy: -1447.4419 hartree. For the energy above the lowest of the compared OMol25 structures with the same formula, charge and spin, the calculation gives 5.7 kcal per mole. The value obtained for the molar mass is 523.274 g mol⁻¹. The highest occupied orbital energy comes out at -7.45 eV. As for the LUMO energy: -0.00543 Eh.

Last column: Mulliken charge in e.
Atoms and positions in Å:
Cs1 0.566440 -0.494777 -0.476162  1.278
C1 -1.895319 -2.595077 0.906818  -1.019
O1 -1.883711 -1.334365 1.557804  -0.271
C2 -3.048937 -0.580882 1.277418  -0.338
C3 -2.936984 0.739846 2.002141  -0.837
O2 -1.914086 1.559235 1.467408  -0.298
C4 -2.374558 2.439753 0.455083  -0.289
C5 -1.197773 3.240109 -0.061038  -0.725
O3 -0.378828 2.519742 -0.958217  -0.255
C6 -0.885009 2.510588 -2.285016  -0.740
H1 -2.693407 -3.230111 1.303820  0.312
H2 -0.934164 -3.072191 1.090226  0.244
H3 -2.034800 -2.476688 -0.172601  0.427
H4 -3.939464 -1.124164 1.618722  0.429
H5 -3.142414 -0.425258 0.194234  0.254
H6 -2.679943 0.545858 3.046426  0.340
H7 -3.899511 1.262636 1.984112  0.461
H8 -3.132496 3.113425 0.874599  0.348
H9 -2.837458 1.882340 -0.368399  0.269
H10 -0.569878 3.518095 0.786978  0.284
H11 -1.557522 4.158672 -0.539919  0.389
H12 -1.026399 3.536065 -2.642939  0.365
H13 -1.824242 1.958207 -2.363082  0.303
H14 -0.155979 1.998355 -2.907463  0.199
O4 0.551036 -2.988913 -1.867074  -0.616
C7 0.632420 -3.162456 -3.073719  -0.390
C8 0.096038 -2.336156 -4.136751  0.850
C9 0.372659 -2.778717 -5.429738  -0.357
C10 -0.082268 -2.095962 -6.532899  -0.402
C11 -0.854781 -0.928632 -6.367530  -0.378
C12 -1.149289 -0.475283 -5.119963  -0.534
C13 -0.693806 -1.136370 -3.921204  -0.105
O5 -0.971011 -0.681380 -2.783618  -0.434
N1 0.227224 -2.576917 -7.854177  1.003
O6 -0.197002 -1.945101 -8.810285  -0.644
O7 0.884990 -3.601191 -7.962687  -0.650
H15 1.179304 -4.052281 -3.445140  0.275
H16 0.958084 -3.678364 -5.575148  0.409
H17 -1.207810 -0.409439 -7.247554  0.472
H18 -1.749954 0.416274 -4.988489  0.374
C14 3.730716 -3.444874 2.720934  -0.622
O8 2.766547 -2.651906 3.425867  -0.387
C15 2.237524 -1.647917 2.709472  0.673
O9 2.511680 -1.405537 1.554900  -0.597
N2 1.353307 -0.944665 3.468119  -0.196
N3 0.606946 0.067829 2.862994  -0.258
H19 4.095523 -4.167290 3.443847  0.224
H20 4.543692 -2.822206 2.354830  0.284
H21 3.260508 -3.952559 1.880570  0.286
H22 1.089439 -1.311356 4.368558  0.247
H23 0.640128 0.910623 3.418132  0.264
H24 -0.348597 -0.231967 2.706497  0.079

Atomic forces in eV per Å
Cs 0.1 0.4 0.2
C 0.0 0.0 0.0
O 0.0 0.0 0.0
C 0.0 0.0 0.0
C 0.0 0.0 0.0
O 0.0 0.0 0.0
C 0.0 0.0 0.0
C 0.0 0.0 0.0
O 0.0 0.0 0.0
C 0.0 0.0 0.0
H 0.0 0.0 0.0
H 0.0 0.0 0.0
H 0.0 0.0 0.0
H 0.0 0.0 0.0
H 0.0 0.0 0.0
H 0.0 0.0 0.0
H 0.0 0.0 0.0
H 0.0 0.0 0.0
H 0.0 0.0 0.0
H 0.0 0.0 0.0
H 0.0 0.0 0.0
H 0.0 0.0 0.0
H 0.0 0.0 0.0
H 0.0 0.0 0.0
O 0.0 -0.2 0.0
C -0.1 0.0 0.0
C 0.0 0.0 0.0
C 0.0 0.0 -0.1
C 0.0 0.1 0.3
C 0.0 0.0 -0.1
C 0.0 0.0 0.0
C 0.0 -0.1 0.1
O -0.1 0.0 -0.2
N -0.1 -0.1 -0.2
O 0.0 0.0 0.0
O 0.0 0.0 0.0
H 0.0 0.0 0.0
H 0.0 0.0 0.0
H 0.0 0.0 0.0
H 0.0 0.0 0.0
C 0.0 0.0 0.0
O 0.0 0.0 0.0
C -0.1 0.1 -0.1
O 0.2 -0.2 0.1
N 0.0 0.1 0.0
N 0.0 -0.1 0.0
H 0.0 0.0 0.0
H 0.0 0.0 0.0
H 0.0 0.0 0.0
H 0.0 -0.1 0.0
H 0.0 0.0 0.0
H 0.0 0.0 0.0